Computed, not measured: a structure of composition C33H39CuFN4P2 at a distorted geometry, with the ωB97M-V functional and the def2-TZVPD basis.

Its spin multiplicity is 2. The value obtained for the highest occupied orbital energy (spin up / spin down) is -3.26 / -3.32 eV. The value obtained for the calculated total energy is -3922.6166 a.u. The HOMO-LUMO gap (spin up / spin down) comes out at 3.33 / 3.38 eV. As for the lowest unoccupied orbital energy (spin up / spin down): 0.003 / 0.002 hartree.

```
80
C33H39CuFN4P2 the ωB97M-V functional and the def2-TZVPD basis
Cu -1.184 1.727 -2.508
C -1.704 2.044 -4.373
C -1.709 0.672 -4.101
C -0.585 -0.307 -4.230
C 0.802 0.384 -4.040
C 0.821 1.209 -2.789
C 0.567 2.563 -2.587
C 0.368 3.502 -3.735
C -0.584 2.951 -4.847
C 1.443 1.071 1.928
H -2.695 2.525 -4.408
H -2.689 0.217 -3.927
H -0.635 -0.863 -5.181
H -0.689 -1.063 -3.432
H 1.574 -0.407 -3.983
H 1.034 0.971 -4.937
H 1.416 0.726 -2.016
H 0.884 2.977 -1.619
H 1.334 3.796 -4.178
H -0.064 4.425 -3.330
H -1.078 3.822 -5.308
H 0.011 2.475 -5.634
H 0.516 1.528 1.538
H 2.250 1.807 2.067
H 1.196 0.572 2.880
P 2.040 -0.151 0.825
P -1.788 -1.124 1.249
N 3.194 0.690 -0.108
N 2.888 -1.344 1.657
N -2.231 0.330 0.375
N -3.171 -2.121 1.336
C 0.769 -0.872 -0.242
C -0.412 -1.794 0.268
C 3.380 2.077 -0.243
C 4.483 2.294 -1.040
C 5.001 1.013 -1.418
C 4.199 0.045 -0.851
C 3.868 -1.184 2.668
C 4.564 -2.372 2.787
C 4.023 -3.294 1.831
C 3.018 -2.652 1.147
C -1.950 1.635 0.797
C -2.332 2.518 -0.187
C -2.930 1.743 -1.267
C -2.764 0.389 -0.914
C -4.299 -2.249 0.500
C -5.178 -3.140 1.083
C -4.592 -3.595 2.308
C -3.372 -2.973 2.442
H 1.288 -1.425 -1.042
H 0.315 0.011 -0.727
H -0.910 -2.168 -0.651
H -0.013 -2.662 0.828
H 2.735 2.778 0.263
H 4.873 3.255 -1.342
H 5.865 0.818 -2.037
H 4.248 -1.031 -0.878
H 3.944 -0.249 3.206
H 5.361 -2.581 3.482
H 4.329 -4.311 1.652
H 2.345 -2.966 0.360
H -1.533 1.810 1.779
H -2.233 3.592 -0.198
H -3.615 2.133 -2.022
H -3.106 -0.509 -1.419
H -4.368 -1.685 -0.421
H -6.140 -3.447 0.692
H -5.027 -4.295 3.006
H -2.629 -3.024 3.226
F -0.983 -0.699 7.022
C -1.045 -0.630 5.651
C -2.058 0.124 5.072
C -2.204 0.089 3.684
C -1.353 -0.722 2.908
C -0.302 -1.438 3.533
C -0.142 -1.394 4.915
H -2.729 0.721 5.684
H -2.971 0.694 3.199
H 0.387 -2.029 2.927
H 0.660 -1.952 5.396
```



Computed, not measured: a structure of composition C3H6S2 at a distorted geometry, with the ωB97M-V functional and the def2-TZVPD basis.

The energy above the lowest of the compared OMol25 structures with the same formula, charge and spin is 34.86 kcal per mole. Its spin multiplicity is 1. The value obtained for the highest occupied orbital energy is -8.69 eV. The value obtained for the calculated total energy is -914.2201 a.u. The HOMO-LUMO gap comes out at 9.49 eV. As for the lowest unoccupied orbital energy: 0.029 hartree.

```
11
C3H6S2 the ωB97M-V functional and the def2-TZVPD basis
C -0.526 -0.391 -0.054
C 0.549 -0.354 -1.003
C 0.366 -0.061 1.201
H -2.734 0.387 0.305
H -1.002 -1.365 -0.063
H 0.423 -1.103 -1.915
H 0.840 0.591 -1.564
H 0.363 0.902 1.655
H 0.077 -0.721 1.990
S -1.816 0.871 -0.444
S 1.797 -0.487 0.365
```



Computed, not measured: a structure of composition C38H36AsCl3N4O3PdS4 at a distorted geometry, with the ωB97M-V functional and the def2-TZVPD basis.

The energy above the lowest of the compared OMol25 structures with the same formula, charge and spin is 22.52 kcal per mole. The net charge is -2. Its spin multiplicity is 1. The value obtained for the highest occupied orbital energy (spin up / spin down) is -0.04 / -0.04 eV. The value obtained for the calculated total energy is -7251.3555 a.u. The HOMO-LUMO gap (spin up / spin down) comes out at 4.18 / 4.17 eV. As for the lowest unoccupied orbital energy (spin up / spin down): 0.152 / 0.152 hartree.

```
90
C38H36AsCl3N4O3PdS4 the ωB97M-V functional and the def2-TZVPD basis
Pd -0.256 0.610 -0.225
N 2.592 1.350 0.211
C 3.860 1.414 0.642
C 4.379 0.134 0.569
C 3.321 -0.637 0.054
N 2.250 0.114 -0.159
H 1.890 2.133 0.012
H 4.289 2.347 0.967
H 5.368 -0.193 0.846
H 3.312 -1.696 -0.151
Cl -5.253 -1.400 -1.554
C -4.367 -0.167 -0.682
C -4.950 1.075 -0.493
C -4.187 2.008 0.203
C -2.946 1.653 0.694
N -2.398 0.429 0.536
C -3.123 -0.464 -0.168
H -5.938 1.299 -0.872
H -4.584 2.998 0.390
H -2.357 2.354 1.270
H -2.691 -1.446 -0.308
C -0.904 2.249 5.429
As -0.008 1.200 4.013
C -0.868 -0.515 4.301
C 1.767 0.966 4.803
S 0.032 2.325 2.287
H -0.730 1.837 6.426
H -1.975 2.258 5.224
H -0.540 3.273 5.381
H -0.823 -0.769 5.362
H -0.340 -1.243 3.684
H -1.901 -0.452 3.963
H 1.714 0.636 5.842
H 2.283 1.922 4.739
H 2.312 0.234 4.206
O 0.733 3.180 -0.528
C 0.623 3.503 -1.843
C -0.750 3.042 -2.388
C -1.856 3.821 -2.599
C -3.008 3.081 -2.951
C -2.763 1.743 -2.990
S -1.152 1.361 -2.543
C 0.662 5.032 -1.996
C 0.754 5.923 -0.976
C 0.717 7.283 -1.395
C 0.594 7.407 -2.742
S 0.528 5.869 -3.513
C 1.801 2.896 -2.653
C 2.094 1.580 -2.853
C 3.348 1.362 -3.483
C 4.018 2.514 -3.743
S 3.109 3.883 -3.234
H -1.855 4.899 -2.525
H -3.976 3.525 -3.147
H -3.449 0.952 -3.247
H 0.819 5.593 0.051
H 0.784 8.127 -0.721
H 0.530 8.304 -3.339
H 1.470 0.770 -2.507
H 3.741 0.381 -3.715
H 4.981 2.646 -4.210
Cl -2.474 -4.519 -2.823
C -0.787 -4.096 -2.676
C -0.242 -3.288 -3.650
C 1.088 -2.922 -3.560
C 1.842 -3.383 -2.499
C 1.282 -4.194 -1.528
Cl 2.347 -4.703 -0.256
C -0.074 -4.571 -1.563
N -0.727 -5.408 -0.669
C -0.410 -5.565 0.723
C 0.137 -6.770 1.136
C 0.440 -6.988 2.470
C 0.177 -5.985 3.395
C -0.406 -4.799 2.989
C -0.730 -4.558 1.649
C -1.336 -3.279 1.226
C -0.186 -2.185 0.844
O 0.502 -1.829 1.811
O -0.140 -1.935 -0.374
H -0.864 -2.933 -4.460
H 1.524 -2.259 -4.295
H 2.882 -3.103 -2.401
H -1.723 -5.400 -0.832
H 0.348 -7.531 0.395
H 0.879 -7.927 2.787
H 0.415 -6.136 4.442
H -0.625 -4.026 3.714
H -1.920 -2.818 2.023
H -1.946 -3.403 0.332
```



Computed, not measured: a cluster of 2 separate species, C4H12N3O in total at a distorted geometry, with the ωB97M-V functional and the def2-TZVPD basis.

The energy above the lowest of the compared OMol25 structures with the same formula, charge and spin is 80.00 kcal per mole. The net charge is +1. Its spin multiplicity is 1. The value obtained for the highest occupied orbital energy (spin up / spin down) is -12.05 / -10.34 eV. The value obtained for the calculated total energy is -398.7898 a.u. The HOMO-LUMO gap (spin up / spin down) comes out at 8.98 / 7.13 eV. As for the lowest unoccupied orbital energy (spin up / spin down): -0.113 / -0.118 hartree.

```
20
C4H12N3O the ωB97M-V functional and the def2-TZVPD basis
C -0.993 0.919 0.750
C 1.642 1.089 -1.669
C 0.057 -2.471 -0.496
C 0.138 -1.205 0.265
N -2.183 1.554 0.725
N 0.101 1.556 1.188
N -0.926 -0.338 0.273
O 1.168 -0.919 1.101
H 1.335 0.484 -2.497
H 1.134 2.007 -1.466
H 2.605 0.922 -1.236
H -0.519 -3.235 0.035
H 1.054 -2.871 -0.666
H -0.415 -2.315 -1.465
H -2.246 2.528 0.977
H -2.998 1.124 0.328
H 0.015 2.449 1.643
H 0.952 1.029 1.318
H -1.765 -0.701 -0.163
H 1.846 -1.607 1.054
```



Computed, not measured: the molecule C5H8Cl2O4 at a distorted geometry, with the ωB97M-V functional and the def2-TZVPD basis.

The energy above the lowest of the compared OMol25 structures with the same formula, charge and spin is 0.00 kcal per mole. Its spin multiplicity is 1. The value obtained for the highest occupied orbital energy is -9.56 eV. The value obtained for the calculated total energy is -1416.6075 a.u. The HOMO-LUMO gap comes out at 10.12 eV. As for the lowest unoccupied orbital energy: 0.020 hartree.

```
19
C5H8Cl2O4 the ωB97M-V functional and the def2-TZVPD basis
O -1.174 -0.282 -1.754
C -1.241 0.276 -0.471
C -0.554 1.643 -0.421
O 0.863 1.536 -0.657
C 1.380 0.788 0.424
Cl 3.098 0.835 -0.015
C 0.964 -0.674 0.530
O 1.537 -1.165 1.601
Cl 1.411 -1.608 -1.035
C -0.805 -0.736 0.566
O -1.369 -1.956 0.365
H -0.464 0.163 -2.089
H -2.298 0.273 -0.308
H -1.010 2.158 -1.312
H -0.917 2.120 0.484
H 1.424 1.396 1.360
H 1.373 -2.123 1.771
H -1.037 -0.409 1.553
H -1.181 -2.235 -0.589
```



Computed, not measured: a cluster of 2 separate species, CH6N4O in total at a distorted geometry, with the ωB97M-V functional and the def2-TZVPD basis.

The energy above the lowest of the compared OMol25 structures with the same formula, charge and spin is 157.35 kcal per mole. Its spin multiplicity is 1. The value obtained for the highest occupied orbital energy (spin up / spin down) is -7.39 / -6.86 eV. The value obtained for the calculated total energy is -335.7459 a.u. The HOMO-LUMO gap (spin up / spin down) comes out at 7.87 / 7.69 eV. As for the lowest unoccupied orbital energy (spin up / spin down): 0.018 / 0.030 hartree.

```
12
CH6N4O the ωB97M-V functional and the def2-TZVPD basis
C -0.610 -0.375 -0.840
N -1.072 0.669 -1.257
N -0.945 -1.644 -0.647
N 1.714 1.356 0.524
N 1.148 0.132 0.743
O 0.475 0.119 1.954
H -1.978 0.861 -1.798
H -0.277 -0.480 1.773
H -1.511 -2.138 -1.331
H -0.118 -2.045 -0.047
H 1.633 1.513 -0.403
H 1.541 2.032 1.330
```